Entry 1:
Density functional theory data (ωB97M-V/def2-TZVPD) for a molecular structure, C52H47CaGeN7S2 at a distorted geometry.

Output
2S+1 ... 2
Total charge ... -1
HOMO energy (spin up / spin down) ... -2.19 / -2.31 eV
Energy relative to the best compared isomer or geometry (same formula, charge and spin) ... 17.9 kJ/mol
Gap between HOMO and LUMO (spin up / spin down) ... 3.98 / 2.87 eV

Each line ends with the Mulliken charge.
Geometry (Å):
Ca  -0.85804  0.95418  0.45794  1.325
C  -2.11187  -3.28673  -3.40903  -0.651
S  -3.43012  -2.82811  -2.29105  -0.094
C  -2.76309  -1.59259  -1.30146  -0.132
S  -1.59661  -0.50875  -1.94874  -0.158
N  -3.26282  -1.60094  -0.05867  -1.193
N  -2.74162  -0.61207  0.78437  1.178
C  -3.42912  -0.36390  1.86576  -1.958
C  -2.82848  0.42013  2.90047  1.687
C  -3.59015  0.68649  4.05910  -0.876
C  -3.02731  1.44323  5.07729  -0.491
C  -1.71116  1.92271  4.93104  -1.021
C  -1.04432  1.58033  3.78508  -0.419
N  -1.58536  0.91842  2.75085  0.595
H  -2.52787  -3.82365  -4.27618  0.405
H  -1.39190  -3.95663  -2.91478  0.243
H  -1.58335  -2.37944  -3.77783  0.075
H  -4.42418  -0.75653  2.08793  0.102
H  -4.60752  0.26882  4.08303  0.412
H  -3.61594  1.65330  5.96539  0.402
H  -1.27364  2.56709  5.69442  0.457
H  -0.03641  1.93347  3.62853  0.402
C  -4.60941  2.85423  -1.68416  -0.949
C  -3.93424  2.34265  -0.59128  -0.237
N  -2.64418  2.58098  -0.34351  0.190
C  -2.02135  3.62079  -1.01292  -0.386
C  -2.67085  4.21360  -2.16934  1.380
C  -3.98074  3.75376  -2.51605  -0.696
C  -1.91535  5.12147  -2.92025  -1.023
C  -0.59606  5.37156  -2.64200  -0.873
C  0.04398  4.79995  -1.54161  0.091
C  -0.63931  3.90315  -0.69732  -0.202
N  0.00919  3.14099  0.25305  0.413
C  1.07707  3.57357  0.98284  -0.586
C  1.29343  4.93616  1.28540  -0.535
C  2.31185  5.36139  2.10469  -0.983
C  3.21921  4.43848  2.60251  -0.826
C  3.03633  3.05840  2.43101  0.573
C  3.83196  2.07182  3.09572  -0.990
C  3.46565  0.73425  3.01780  -0.860
C  2.27984  0.39734  2.33850  -0.813
N  1.51536  1.27275  1.68358  0.995
C  1.90423  2.59661  1.64026  0.287
H  -5.61306  2.51259  -1.83268  0.449
H  -4.45846  1.68799  0.07354  0.384
H  -4.47645  4.20241  -3.39442  0.361
H  -2.40671  5.57028  -3.77306  0.350
H  -0.01524  5.95211  -3.34713  0.374
H  1.11072  4.97977  -1.31011  0.423
H  0.55345  5.62783  0.91169  0.569
H  2.40581  6.39792  2.40683  0.365
H  4.09936  4.76883  3.13752  0.383
H  4.74945  2.40852  3.59526  0.351
H  4.06079  -0.07922  3.42996  0.485
H  1.97410  -0.66487  2.35048  0.656
C  -3.38986  -5.92102  2.76058  -0.953
N  -3.24821  -4.80297  1.85194  0.141
C  -4.15925  -3.69196  2.10685  -0.492
C  -1.92416  -4.35608  1.48478  -0.858
C  -1.08401  -3.76559  2.62443  1.408
C  0.27333  -4.14396  2.74310  -0.384
C  1.03463  -3.69029  3.81578  -0.727
C  0.47864  -2.82110  4.73419  -0.512
C  -0.82585  -2.35131  4.56385  -0.954
C  -1.56266  -2.84452  3.52453  -0.158
H  -4.37609  -6.40747  2.65206  0.300
H  -3.25408  -5.65118  3.83594  0.295
H  -2.63754  -6.69558  2.53310  0.310
H  -5.16769  -4.06641  2.32398  0.381
H  -4.17741  -3.01441  1.22429  0.036
H  -3.83330  -3.11369  3.00015  0.053
H  -2.07087  -3.57710  0.71953  -0.427
H  -1.35555  -5.19123  1.06206  0.420
H  0.70935  -4.86717  2.06077  0.323
H  2.06952  -3.97506  3.91202  0.397
H  1.05425  -2.53295  5.59712  0.398
H  -1.25851  -1.65113  5.25397  0.362
C  2.79803  -2.34610  -0.00279  -1.607
Ge  1.96359  -0.86871  -1.10324  2.022
C  3.58579  0.28823  -1.35327  0.359
C  3.44292  1.67774  -1.33330  0.120
C  4.58265  2.50791  -1.32516  -0.391
C  5.85330  1.96376  -1.35104  -0.700
C  5.98208  0.58964  -1.42440  -0.560
C  4.86463  -0.25774  -1.43408  -0.400
C  1.75779  -1.63225  -2.98495  0.509
C  1.90548  -2.98935  -3.15306  -0.428
C  1.68598  -3.60206  -4.39503  -1.011
C  1.44966  -2.84076  -5.50068  -0.883
C  1.29946  -1.43688  -5.41251  1.214
C  0.93178  -0.69482  -6.57874  -0.954
C  0.68657  0.63081  -6.43587  -0.511
C  0.84387  1.26738  -5.19104  -0.965
C  1.21533  0.57963  -4.06650  0.155
C  1.42763  -0.81979  -4.13639  -0.380
H  3.53374  -2.86458  -0.66292  0.485
H  2.03935  -3.07041  0.31267  0.311
H  3.34137  -1.96266  0.87641  0.419
H  2.45072  2.11672  -1.35784  -0.303
H  4.41591  3.59144  -1.32419  0.369
H  6.76848  2.53546  -1.32563  0.388
H  6.97440  0.15105  -1.43935  0.365
H  4.98248  -1.32047  -1.60425  0.276
H  2.17678  -3.61986  -2.32525  0.299
H  1.73112  -4.67673  -4.47010  0.438
H  1.20743  -3.32305  -6.47793  0.229
H  0.84499  -1.26581  -7.51708  0.345
H  0.45788  1.24911  -7.30914  0.353
H  0.62577  2.31870  -5.11997  0.498
H  1.35890  1.10974  -3.11663  0.168

Force components x, y, z for each atom (eV/Å):
0.1 -0.3 -0.2
0.9 0.3 -0.6
-1.1 -1.0 -0.4
0.5 1.0 2.5
0.4 0.3 0.1
0.4 1.2 -1.3
-1.1 -0.5 0.2
0.6 -1.2 -1.7
0.3 1.0 1.4
0.2 -0.1 -0.2
-0.1 -0.1 -0.4
-1.0 -0.2 0.6
0.1 0.4 -0.8
-0.3 -0.3 0.7
-0.1 0.2 0.4
-0.2 0.3 -0.1
-0.3 -0.6 0.3
0.2 -0.2 -0.4
0.6 0.3 0.3
0.1 0.1 -0.1
0.1 -0.4 -0.3
0.2 0.0 -0.1
0.0 0.9 -0.8
1.9 0.1 0.2
-0.7 1.2 0.4
-0.9 -1.4 -1.0
0.5 -0.8 1.3
0.2 0.6 0.4
-0.4 0.3 -0.7
0.0 0.0 -0.1
0.0 -0.4 0.8
0.9 0.2 -0.4
-0.4 -0.3 -0.1
-0.6 0.5 -0.1
-0.7 -0.8 -0.5
1.0 -0.6 0.5
0.4 0.5 0.1
-1.1 -0.8 -0.5
-0.1 -0.5 -0.7
0.4 1.0 -0.1
-0.6 0.1 -0.5
0.7 -0.1 -0.2
0.7 -0.2 1.5
-0.4 0.0 -0.3
0.1 -0.6 0.2
0.3 -0.4 0.5
0.2 0.1 -0.2
0.0 0.3 0.1
-0.7 -0.1 -0.4
0.0 0.2 0.0
0.0 0.0 -0.3
0.0 0.1 0.2
-0.4 -0.3 0.0
-0.1 0.3 0.1
-0.1 0.7 -0.1
0.5 0.1 0.4
-0.9 -0.3 -0.4
-0.2 0.3 0.4
0.3 0.4 0.7
1.8 -0.6 -0.3
-0.7 -0.3 0.0
0.0 0.1 -0.4
-0.1 0.4 0.5
1.3 -1.0 -0.2
-2.8 1.3 -0.4
0.2 0.4 0.0
-0.1 -0.1 -0.4
-0.1 0.3 0.0
0.0 -0.2 -0.3
-0.1 -0.7 0.7
-0.1 -0.2 -0.5
0.1 -0.3 0.1
-0.1 0.0 -0.2
0.1 0.0 -0.2
0.2 -0.2 0.1
0.4 0.2 0.3
-0.1 0.4 0.5
-0.1 -0.2 -0.3
1.5 -0.9 -1.1
-0.8 0.5 0.3
1.1 0.1 0.0
-1.1 0.4 -0.2
-0.1 -0.3 0.1
-0.2 -1.0 0.1
0.2 0.6 -0.3
-0.3 0.4 0.3
-0.2 0.6 0.2
0.3 0.1 -0.5
-0.8 -0.6 -0.8
-0.1 -0.2 0.0
0.2 -0.8 0.6
0.2 0.6 -0.9
-0.1 0.0 0.5
0.0 0.1 0.0
0.2 -0.3 0.3
-0.5 0.4 0.4
0.2 0.1 0.1
-0.3 0.0 -0.4
0.0 0.1 0.2
0.2 -0.4 0.1
-0.1 0.4 0.0
0.0 0.0 -0.1
0.1 -0.1 0.3
-0.1 -0.1 0.3
0.0 -0.2 0.0
0.4 0.4 0.8
0.0 0.6 0.4
-0.1 -0.2 0.3
0.1 0.3 0.0
-0.2 -0.2 -0.4

Entry 2:
Density functional theory data (ωB97M-V/def2-TZVPD) for a molecular structure, C52H49AlNP2 at a distorted geometry.

Output
2S+1 ... 1
Total charge ... +1
HOMO energy ... -9.88 eV
Gap between HOMO and LUMO ... 7.50 eV

Each line ends with the Mulliken charge.
Geometry (Å):
Al  0.23969  0.51628  -0.88275  -1.867
C  3.08543  -1.15177  3.86185  -1.206
C  1.90805  -1.99125  3.44415  1.309
C  2.06177  -3.37814  3.46786  -0.828
C  1.01171  -4.24641  3.21918  -0.779
C  -0.25881  -3.73418  3.01346  -0.758
C  -0.41942  -2.36238  2.95768  -0.756
C  0.64359  -1.47204  3.11274  0.260
P  0.12609  0.25706  2.68643  0.721
C  -0.33668  0.89781  4.34998  0.514
C  -0.21048  0.09412  5.48289  -1.175
C  -0.58429  0.56101  6.73340  -0.914
C  -1.10443  1.83651  6.86513  -0.746
C  -1.24898  2.63785  5.74325  -0.759
C  -0.87931  2.18752  4.48137  1.129
C  -1.07883  3.06985  3.28267  -1.228
C  1.72151  1.08843  2.35959  0.166
C  2.28109  1.98486  3.26574  -0.100
C  3.52443  2.54974  3.04398  -0.973
C  4.22320  2.22010  1.89734  -1.160
C  3.66918  1.34543  0.97691  -0.354
C  2.41244  0.76554  1.16240  -0.631
C  1.87510  -0.18363  0.11573  -0.414
H  3.78757  -1.75471  4.43668  0.562
H  2.75691  -0.32402  4.48615  0.203
H  3.62775  -0.73622  3.01157  0.113
H  3.04060  -3.77667  3.70765  0.429
H  1.17767  -5.31577  3.20799  0.426
H  -1.11123  -4.38754  2.87228  0.431
H  -1.40637  -1.94673  2.82196  0.548
H  0.18229  -0.90935  5.39048  0.420
H  -0.47211  -0.07515  7.60157  0.463
H  -1.40200  2.20800  7.83689  0.385
H  -1.67254  3.62968  5.84734  0.436
H  -1.27190  4.10086  3.57649  0.484
H  -1.93289  2.71658  2.70141  0.289
H  -0.20507  3.05467  2.63133  0.136
H  1.74905  2.20653  4.18298  0.414
H  3.95002  3.22644  3.77293  0.438
H  5.20802  2.63699  1.72886  0.436
H  4.24781  1.09975  0.09023  0.462
H  1.50908  -1.09461  0.60357  0.992
H  2.71687  -0.51258  -0.49703  0.737
C  -4.23093  -4.81251  0.45599  -0.652
C  -4.40059  -3.58136  1.07713  -0.881
C  -3.63310  -2.49753  0.69045  -0.417
C  -2.68870  -2.62627  -0.33037  0.892
C  -2.53281  -3.85724  -0.95831  -0.651
C  -3.29959  -4.94482  -0.56033  -0.684
P  -1.68034  -1.16228  -0.80122  2.065
C  -1.14727  -1.78409  -2.43509  -0.066
C  -1.88104  -1.72958  -3.61144  -0.271
C  -1.37141  -2.30933  -4.76340  -0.790
C  -0.14395  -2.95696  -4.74262  -0.754
C  0.58121  -3.03975  -3.56278  -0.759
C  0.08395  -2.44298  -2.41614  -0.056
C  -2.94690  0.12348  -1.05028  -0.145
C  -4.25003  -0.19760  -1.35701  -0.329
C  -5.23616  0.79601  -1.46362  -1.111
C  -4.90536  2.10622  -1.26565  -0.994
C  -3.57623  2.48173  -0.96833  1.454
C  -3.22820  3.84752  -0.83303  -0.925
C  -1.92958  4.20894  -0.63014  -1.299
C  -0.92792  3.22204  -0.54791  -0.152
C  -1.20100  1.87464  -0.62824  1.804
C  -2.56365  1.48980  -0.85304  -1.003
H  -4.82876  -5.65906  0.76606  0.401
H  -5.13507  -3.46800  1.86363  0.441
H  -3.78720  -1.53299  1.16035  0.588
H  -1.82650  -3.97582  -1.76733  0.325
H  -3.15226  -5.90096  -1.04508  0.435
H  -2.84740  -1.24026  -3.62548  0.433
H  -1.94012  -2.26426  -5.68322  0.426
H  0.24420  -3.40746  -5.64702  0.402
H  1.52505  -3.57056  -3.53381  0.526
H  0.62138  -2.52036  -1.47389  0.459
H  -4.53377  -1.23001  -1.50973  0.589
H  -6.25343  0.51259  -1.69858  0.443
H  -5.65409  2.88483  -1.34804  0.444
H  -4.01276  4.58931  -0.91977  0.409
H  -1.66459  5.25518  -0.54263  0.447
H  0.09953  3.54917  -0.41086  0.543
C  3.40440  2.18656  -2.14455  -0.874
N  3.98362  1.07693  -2.94526  0.240
C  4.59973  1.59777  -4.18720  -0.878
C  2.96251  -0.02061  -3.22167  -0.839
C  1.67677  0.50295  -3.79805  1.376
C  1.59864  0.65463  -5.18254  -0.454
C  0.47192  1.19763  -5.77122  -1.120
C  -0.58604  1.56877  -4.95937  -0.940
C  -0.51292  1.36323  -3.58973  -0.400
C  0.60989  0.82123  -2.93841  0.718
H  4.19675  2.84782  -1.80010  0.468
H  2.86560  1.78176  -1.29101  -0.044
H  2.69636  2.73702  -2.75762  0.421
H  4.72301  0.64938  -2.38793  0.412
H  3.82701  2.05401  -4.79990  0.409
H  5.06123  0.78630  -4.74573  0.379
H  5.35588  2.34215  -3.94753  0.350
H  2.75007  -0.49692  -2.27041  -0.551
H  3.43852  -0.73618  -3.89243  0.728
H  2.42325  0.33575  -5.81251  0.562
H  0.41921  1.32785  -6.84417  0.385
H  -1.47994  2.00132  -5.39165  0.516
H  -1.37163  1.65270  -3.00253  0.291

Force components x, y, z for each atom (eV/Å):
0.5 0.1 -0.5
0.0 0.0 0.0
-0.1 0.0 0.0
0.0 0.0 0.0
0.0 0.0 0.0
0.0 -0.1 0.0
0.0 0.0 0.0
-0.1 0.0 -0.3
0.1 -0.2 0.4
0.0 0.0 0.0
0.0 0.1 0.0
0.0 0.0 0.1
0.0 0.0 0.0
0.0 0.0 0.0
0.0 -0.1 0.0
0.0 -0.1 0.0
0.2 -0.1 -0.4
0.0 -0.1 -0.1
0.0 0.1 0.1
0.1 0.1 0.0
0.0 0.0 0.1
0.0 0.1 0.3
-0.5 0.3 0.6
0.0 0.0 0.0
0.1 0.0 0.0
0.0 0.1 0.0
0.0 0.0 0.0
0.0 0.0 0.1
0.0 0.0 0.0
-0.2 0.0 -0.3
0.0 0.0 0.0
0.0 0.0 0.0
0.0 0.0 0.0
0.0 0.0 0.0
0.0 0.0 0.0
0.0 0.0 -0.1
0.0 0.1 -0.1
0.0 0.0 0.0
0.0 0.0 0.0
0.0 0.0 0.0
0.0 -0.2 0.2
0.0 0.0 0.0
-0.2 0.1 0.0
0.0 0.0 0.0
0.0 0.0 0.0
0.1 0.1 0.1
0.2 0.1 0.5
0.0 0.0 0.0
0.0 0.0 0.0
-0.5 -0.3 -0.9
0.2 0.0 0.0
0.0 0.0 0.1
0.0 0.0 -0.1
0.0 0.0 -0.1
0.0 0.0 0.0
-0.1 0.0 0.0
-0.1 0.0 0.0
0.2 0.0 0.0
-0.1 0.1 0.0
0.0 -0.1 0.0
0.2 0.0 0.0
0.0 0.0 0.0
-0.1 0.2 0.0
0.2 -0.3 0.2
0.1 -0.1 0.1
0.0 0.0 0.0
0.0 0.0 0.0
0.0 0.0 0.0
0.0 0.0 0.1
0.0 -0.1 0.1
-0.1 0.0 0.0
0.0 0.0 0.0
0.0 0.0 0.0
0.0 0.0 0.0
0.0 0.0 0.0
0.1 0.0 -0.1
0.0 0.0 0.0
0.0 0.0 0.0
0.0 0.0 0.0
0.0 0.0 0.0
0.0 0.0 0.0
0.0 0.1 0.0
-0.4 0.3 0.2
-0.1 0.0 0.0
0.2 0.1 -0.4
-0.5 -0.3 -0.2
0.2 -0.1 0.2
0.0 0.1 0.0
0.0 0.0 -0.1
0.0 0.0 0.0
0.1 0.1 0.0
-0.5 0.0 0.2
0.1 -0.1 -0.1
0.1 0.0 -0.1
0.1 0.0 -0.1
0.0 0.0 0.0
-0.1 0.0 0.1
0.0 -0.1 0.1
0.0 0.0 0.1
0.2 0.0 -0.1
0.2 0.1 0.0
0.0 0.0 0.0
0.0 0.0 0.0
0.0 0.0 0.0
-0.1 0.0 0.0

- The lowest 2S+1 belongs to which entry?
  C52H49AlNP2